#1
Entry from the OMol25 dataset: a 2-piece molecular cluster, H2NO2S overall (ωB97M-V/def2-TZVPD).

ORCA input file:
```
! RIJCOSX wB97M-V def2-TZVPD def2/J DEFGRID3
* xyz -1 1
S 0.82 0.82 -0.53
O 0.33 1.12 -1.87
O 2.19 1.18 -0.24
N -0.13 1.11 0.65
H -1.08 0.88 0.41
H 0.94 -1.23 -0.50
*
```

Computed properties:
Kohn-Sham gap (eV): 8.231
HOMO energy (eV): -4.0

Just the Löwdin charges please, in e? Sure, here they are: 0.3143 -0.4728 -0.4599 -0.3156 -0.0415 -0.0245

***

#2
Entry from the OMol25 dataset: a 2-piece molecular cluster, H2NO2S overall (ωB97M-V/def2-TZVPD).

ORCA input file:
```
! RIJCOSX wB97M-V def2-TZVPD def2/J DEFGRID3
* xyz -1 1
S 1.55 -0.26 0.01
O -1.10 -0.46 0.03
O 2.92 0.44 -0.02
N -2.19 0.20 0.13
H 1.19 -0.37 -1.32
H -2.36 0.44 1.16
*
```

Computed properties:
Kohn-Sham gap (alpha / beta) (eV): 4.847 / 7.795
HOMO energy (alpha / beta) (eV): -1.5 / -3.3

Just the Löwdin charges please, in e? Sure, here they are: 0.6161 -0.4336 -0.8416 -0.1829 -0.1431 -0.0149

***

Most stable to least stable, the ends of the list are #1 and #2.

***

#1
Entry from the OMol25 dataset: one molecule with the formula C4H6N2OS (ωB97M-V/def2-TZVPD).

ORCA input file:
```
! RIJCOSX wB97M-V def2-TZVPD def2/J DEFGRID3
* xyz 0 1
S -1.48 0.08 -1.44
O 0.78 -1.77 1.27
N 0.61 1.43 1.29
N 1.55 1.32 0.22
C -0.09 -1.60 0.17
C -0.39 0.65 1.04
C -0.25 -0.10 -0.18
C 1.09 0.46 -0.57
H -1.27 0.80 1.63
H -1.17 1.36 -1.58
H 0.33 -2.08 -0.74
H -1.03 -1.96 0.46
H 1.65 -1.07 1.27
H 1.53 0.15 -1.49
*
```

Computed properties:
Kohn-Sham gap (eV): 9.711
SMILES: OCC1(S)C=NN=C1
HOMO energy (eV): -9.8

Just the Löwdin charges please, in e? Sure, here they are: 0.8616 -0.1131 0.0647 0.0601 -0.2575 -0.1790 -0.8145 -0.1993 0.1275 -0.1022 0.1287 0.1031 0.1995 0.1206

***

#2
Entry from the OMol25 dataset: C4H6N2OS as an isolated structure (ωB97M-V/def2-TZVPD).

ORCA input file:
```
! RIJCOSX wB97M-V def2-TZVPD def2/J DEFGRID3
* xyz 0 1
S 3.21 -0.85 -0.07
O -0.44 0.88 -0.11
N 1.57 2.07 0.11
N 0.92 0.79 -0.48
C 0.22 -1.31 -0.09
C 1.50 -0.45 -0.20
C -0.81 -0.45 -0.06
C -2.33 -0.54 -0.05
H 2.05 1.71 1.27
H -2.69 -1.59 -0.25
H -2.74 0.37 -0.72
H -2.73 -0.33 0.88
H 0.02 -2.50 0.43
H 2.24 2.19 -0.66
*
```

Computed properties:
Kohn-Sham gap (eV): 8.430
HOMO energy (eV): -8.6

Just the Löwdin charges please, in e? Sure, here they are: 0.4899 -0.0047 0.0489 -0.1779 -0.0332 -0.7359 -0.3424 -0.0071 0.2163 0.1033 0.1443 0.0355 0.2064 0.0566

***

#3
Entry from the OMol25 dataset: C4H6N2OS as an isolated structure (ωB97M-V/def2-TZVPD).

ORCA input file:
```
! RIJCOSX wB97M-V def2-TZVPD def2/J DEFGRID3
* xyz 0 1
S 1.40 -0.92 -2.79
O 2.39 -1.52 0.14
N 0.38 -0.64 1.19
N -0.33 0.37 -1.19
C 1.24 -0.90 0.14
C -1.28 0.60 -0.02
C 0.79 -0.36 -1.31
C -0.22 0.80 1.20
H -0.76 0.59 -2.10
H 0.66 1.45 0.51
H -2.22 1.25 -0.09
H -0.61 1.13 2.09
H -1.82 -0.44 0.02
H 0.39 -1.42 2.22
*
```

Computed properties:
Kohn-Sham gap (eV): 8.240
HOMO energy (eV): -8.4

Just the Löwdin charges please, in e? Sure, here they are: 0.6054 -0.0338 -0.0274 -0.0734 -0.4310 -0.1452 -0.7332 -0.0859 0.1288 0.1916 0.1238 0.0628 0.1358 0.2817

***

Most stable to least stable, the ends of the list are #1 and #2.

***

#1
Entry from the OMol25 dataset: one molecule with the formula C4H6N2OS (ωB97M-V/def2-TZVPD).

ORCA input file:
```
! RIJCOSX wB97M-V def2-TZVPD def2/J DEFGRID3
* xyz 0 1
S -3.09 0.16 -0.55
O 2.97 -0.47 -0.43
N 1.67 0.00 -0.39
N 1.45 1.35 -0.14
C -1.77 -0.40 0.58
C 0.69 -0.84 0.01
C 0.17 1.35 0.12
C -0.31 0.07 0.21
H -2.21 -0.32 -1.43
H 0.77 -1.96 -0.23
H -0.50 2.24 0.30
H -1.49 -1.45 0.69
H 3.66 0.32 -0.38
H -2.01 -0.05 1.62
*
```

Computed properties:
Kohn-Sham gap (eV): 9.568
SMILES: On1cc(CS)cn1
HOMO energy (eV): -8.8

Just the Löwdin charges please, in e? Sure, here they are: 0.6867 -0.0164 -0.2297 0.1116 -0.5440 -0.0136 -0.1503 -0.3340 -0.1336 0.1705 0.1378 0.0637 0.1744 0.0770

***

#2
Entry from the OMol25 dataset: a 2-piece molecular cluster, C4H6N2OS overall (ωB97M-V/def2-TZVPD).

ORCA input file:
```
! RIJCOSX wB97M-V def2-TZVPD def2/J DEFGRID3
* xyz 0 1
S 1.15 -0.94 -1.84
O 1.35 -2.36 -1.66
N -2.14 -0.94 -2.44
N 0.38 -0.72 -3.29
C -0.78 -0.23 0.95
C 0.52 -0.10 1.66
C -0.91 -0.54 -0.32
C -1.73 -0.75 -1.36
H -1.67 -0.03 1.55
H 0.33 0.26 -3.55
H 0.74 0.95 1.85
H -0.55 -1.15 -3.38
H 1.32 -0.54 1.08
H 0.46 -0.60 2.63
*
```

Computed properties:
Kohn-Sham gap (alpha / beta) (eV): 7.867 / 7.866
HOMO energy (alpha / beta) (eV): -8.6 / -8.6

Just the Löwdin charges please, in e? Sure, here they are: 0.9041 -0.4986 0.1224 -0.2268 -0.1660 -0.0941 -0.1345 -0.3156 0.1151 0.0561 0.0832 0.0172 0.0582 0.0794

***

Most stable to least stable, the ends of the list are #2 and #1.

***

#1
Entry from the OMol25 dataset: C4H6N2OS as an isolated structure (ωB97M-V/def2-TZVPD).

ORCA input file:
```
! RIJCOSX wB97M-V def2-TZVPD def2/J DEFGRID3
* xyz 0 1
S -1.03 -0.43 -1.43
O 1.52 0.65 -0.73
N 1.69 -2.25 0.44
N -1.22 -0.92 0.08
C 0.98 -1.56 -0.25
C 0.88 -0.38 -1.20
C 1.16 1.28 0.49
C -2.40 -0.15 0.67
H 0.50 0.29 1.19
H 1.47 -0.40 -2.11
H -3.36 0.65 0.25
H 2.10 1.86 0.96
H 0.30 1.97 0.01
H -2.59 -0.61 1.61
*
```

Computed properties:
Kohn-Sham gap (eV): 8.187
HOMO energy (eV): -8.9

Just the Löwdin charges please, in e? Sure, here they are: 0.8449 -0.2366 0.1667 -0.4603 -0.2731 -0.6095 -0.0792 -0.0522 0.1644 0.1373 0.1527 0.1283 0.1126 0.0039

***

#2
Entry from the OMol25 dataset: one molecule with the formula C4H6N2OS (ωB97M-V/def2-TZVPD).

ORCA input file:
```
! RIJCOSX wB97M-V def2-TZVPD def2/J DEFGRID3
* xyz 0 1
S -2.33 -0.70 -0.14
O 0.94 1.65 -0.12
N 1.26 -1.61 0.64
N 1.21 -1.63 -0.82
C -1.21 0.71 -0.01
C 0.68 -0.54 -1.22
C 0.29 0.39 -0.08
C 0.77 -0.50 1.03
H 0.51 -0.32 -2.27
H 0.68 -0.27 2.11
H -1.90 -1.36 0.95
H -1.44 1.37 -0.84
H -1.39 1.30 0.90
H 1.92 1.51 -0.12
*
```

Computed properties:
Kohn-Sham gap (eV): 9.500
SMILES: OC1(CS)C=NN=C1
HOMO energy (eV): -9.6

Just the Löwdin charges please, in e? Sure, here they are: 0.7419 0.0018 0.0611 0.0600 -0.4959 -0.1122 -0.5732 -0.1279 0.1307 0.1364 -0.1307 0.0839 0.0919 0.1321

***

#3
Entry from the OMol25 dataset: one molecule with the formula C4H6N2OS (ωB97M-V/def2-TZVPD).

ORCA input file:
```
! RIJCOSX wB97M-V def2-TZVPD def2/J DEFGRID3
* xyz 0 1
S -2.94 -0.51 -0.94
O -2.92 1.98 0.43
N 0.37 -0.35 -1.18
N -1.49 0.18 -0.24
C 1.85 -0.24 -1.04
C -2.41 1.03 -0.08
C -0.24 -0.13 -0.09
C 0.22 -0.26 1.35
H -0.67 -0.59 1.81
H 2.07 -1.14 -0.66
H 2.33 -0.19 -2.00
H 0.47 0.68 1.59
H 2.30 0.46 -0.32
H 1.07 -0.93 1.37
*
```

Computed properties:
Kohn-Sham gap (eV): 8.743
SMILES: C/N=C(\C)N1SC1=O
HOMO energy (eV): -8.7

Just the Löwdin charges please, in e? Sure, here they are: 0.8722 0.0873 0.1058 -0.2807 -0.0978 -0.6935 -0.4647 0.0430 0.0867 0.0269 0.0742 0.0536 0.0956 0.0915

***

#4
Entry from the OMol25 dataset: one molecule with the formula C4H6N2OS (ωB97M-V/def2-TZVPD).

ORCA input file:
```
! RIJCOSX wB97M-V def2-TZVPD def2/J DEFGRID3
* xyz 0 1
S 2.11 -0.35 -0.07
O -0.95 -1.34 -0.99
N -1.23 1.31 -0.54
N 0.67 0.51 0.39
C 0.05 1.36 -0.47
C -1.30 -1.05 0.26
C -1.70 0.42 0.55
C -0.35 -0.21 1.07
H -0.12 -0.37 2.13
H -1.39 -0.75 -1.61
H 0.68 2.01 -1.08
H -1.95 -1.79 0.69
H -2.65 0.74 1.05
H 2.95 0.61 0.43
*
```

Computed properties:
Kohn-Sham gap (eV): 9.215
SMILES: O[C@@H]1[C@@H]2N=CN(S)[C@H]12
HOMO energy (eV): -8.6

Just the Löwdin charges please, in e? Sure, here they are: 0.8080 0.0022 0.0690 -0.4388 -0.2696 -0.3233 -0.1332 -0.2312 0.1383 0.1025 0.1230 0.1370 0.1424 -0.1263

***

Most stable to least stable, the ends of the list are #2 and #1.

***

#1
Entry from the OMol25 dataset: one molecule with the formula C4H6N2OS (ωB97M-V/def2-TZVPD).

ORCA input file:
```
! RIJCOSX wB97M-V def2-TZVPD def2/J DEFGRID3
* xyz 0 1
S -2.83 -1.51 0.06
O 2.38 -1.30 -0.65
N -1.12 0.51 0.41
N 2.28 -0.90 0.66
C 1.19 -0.29 0.89
C -0.31 1.37 -0.43
C 0.11 -0.04 -0.10
C -2.38 0.05 0.15
H -3.09 0.87 0.04
H 3.21 -1.79 -0.69
H 0.19 2.23 0.08
H 0.00 -0.77 -0.90
H 1.06 0.04 1.90
H -0.69 1.53 -1.43
*
```

Computed properties:
Kohn-Sham gap (eV): 9.017
SMILES: O/N=C\[C@@H]1CN1C=S
HOMO energy (eV): -8.8

Just the Löwdin charges please, in e? Sure, here they are: 0.6475 -0.0638 -0.1286 -0.0088 -0.1094 -0.0407 -0.2452 -0.7155 0.0665 0.1023 0.1279 0.1374 0.1180 0.1124

***

#2
Entry from the OMol25 dataset: one molecule with the formula C4H6N2OS (ωB97M-V/def2-TZVPD).

ORCA input file:
```
! RIJCOSX wB97M-V def2-TZVPD def2/J DEFGRID3
* xyz 0 1
S -0.38 0.34 -1.99
O 0.41 -2.52 0.40
N -0.18 -0.10 1.89
N -0.15 -0.31 0.49
C -0.31 2.03 0.22
C 0.21 -1.45 -0.09
C 0.37 -1.24 -1.61
C -0.23 0.85 -0.28
H -1.06 0.51 2.06
H 1.33 -1.38 -2.19
H -0.20 2.91 -0.48
H -0.28 2.18 1.33
H -0.19 -2.15 -2.07
H 0.66 0.33 2.32
*
```

Computed properties:
Kohn-Sham gap (eV): 9.618
SMILES: C=C1SCC(=O)N1N
HOMO energy (eV): -8.9

Just the Löwdin charges please, in e? Sure, here they are: 0.9403 0.0970 0.0714 -0.1429 -0.0267 -0.5381 -0.3868 -0.6303 0.1366 0.0991 0.0835 0.0692 0.1166 0.1111

***

Most stable to least stable, the ends of the list are #2 and #1.

***

#1
Entry from the OMol25 dataset: a 2-piece molecular cluster, H3OS2 overall (ωB97M-V/def2-TZVPD).

ORCA input file:
```
! RIJCOSX wB97M-V def2-TZVPD def2/J DEFGRID3
* xyz -1 1
S -0.12 0.12 1.17
S -0.53 -1.35 -0.19
O 1.26 2.25 -1.58
H 1.21 2.06 -0.63
H 1.76 1.49 -1.93
H -1.35 -0.77 -1.08
*
```

Computed properties:
Kohn-Sham gap (eV): 6.053
HOMO energy (eV): -2.3

Just the Löwdin charges please, in e? Sure, here they are: -0.4499 -0.1474 -0.1209 -0.0291 0.0272 -0.2798

***

#2
Entry from the OMol25 dataset: a 2-piece molecular cluster, H3OS2 overall (ωB97M-V/def2-TZVPD).

ORCA input file:
```
! RIJCOSX wB97M-V def2-TZVPD def2/J DEFGRID3
* xyz -1 1
S -0.93 0.28 -1.67
S -1.14 -0.69 0.16
O 1.88 0.24 0.42
H -2.38 -0.21 0.33
H 1.34 -0.56 0.52
H 1.23 0.94 0.24
*
```

Computed properties:
Kohn-Sham gap (eV): 6.124
HOMO energy (eV): -2.4

Just the Löwdin charges please, in e? Sure, here they are: -0.4298 -0.0679 -0.1583 -0.2691 -0.0561 -0.0188

***

Most stable to least stable, the ends of the list are #1 and #2.